Record 1
This record from OMol25 describes 2 unconnected molecules or ions with the total composition CH2N2O3S. The level of theory is ωB97M-V with the def2-TZVPD basis set.

Calculated values
**LUMO energy**: -0.682 eV
**Energy relative to the best compared isomer or geometry (same formula, charge and spin)**: 53.5 kcal/mol
**Highest occupied orbital energy**: -0.3908 hartree
**Gap between HOMO and LUMO**: 9.95 eV

Cartesian coordinates (Å):
C  -0.555  -1.535  0.133
N  -1.135  -1.278  -0.876
N  0.920  0.451  0.555
O  1.120  0.856  -0.733
O  -0.422  -2.126  1.139
O  -0.460  2.478  0.761
S  0.079  1.337  1.446
H  1.751  0.270  -1.111
H  -1.297  -0.454  -1.313

---

Record 2
This record from OMol25 describes 6 unconnected molecules or ions with the total composition C23H60N8O6. The level of theory is ωB97M-V with the def2-TZVPD basis set.

Calculated values
**LUMO energy**: 0.279 eV
**SMILES**: CC1(C)CCCC(C)(C)N1O.COC[C@H](C)N.COC[C@H](C)N.COC[C@H](C)N.NC(N)=O.NC(N)=O
**Energy relative to the best compared isomer or geometry (same formula, charge and spin)**: 67.8 kcal/mol
**Highest occupied orbital energy**: -0.3175 hartree
**Gap between HOMO and LUMO**: 8.92 eV

Cartesian coordinates (Å):
C  0.869  -2.998  0.276
C  1.295  -3.760  1.546
C  0.194  -4.655  2.021
C  2.517  -4.629  1.073
C  3.329  -5.034  2.342
C  3.794  -3.872  3.146
C  2.592  -2.961  3.595
C  2.027  -3.589  4.855
C  3.334  -1.682  3.994
N  1.636  -2.693  2.531
O  0.574  -1.828  2.951
H  1.177  -3.507  -0.637
H  -0.211  -2.847  0.252
H  1.430  -2.063  0.284
H  0.566  -5.240  2.861
H  -0.699  -4.159  2.402
H  -0.217  -5.252  1.206
H  2.150  -5.618  0.800
H  3.030  -4.115  0.260
H  2.667  -5.587  3.007
H  4.117  -5.763  2.156
H  4.496  -3.342  2.501
H  4.320  -4.295  4.001
H  2.804  -3.708  5.610
H  1.358  -4.445  4.766
H  1.417  -2.915  5.456
H  2.933  -1.015  4.757
H  3.370  -1.135  3.052
H  4.366  -1.747  4.338
H  0.132  -2.313  3.651
C  -0.426  2.186  -6.395
O  0.767  1.548  -6.759
C  1.146  0.426  -6.027
C  2.761  0.267  -5.916
C  3.342  1.536  -5.330
N  3.441  0.023  -7.185
H  -1.285  1.524  -6.283
H  -0.706  2.889  -7.179
H  -0.425  2.590  -5.383
H  0.791  0.385  -4.997
H  0.774  -0.449  -6.560
H  2.737  -0.631  -5.299
H  2.917  2.373  -5.886
H  4.420  1.529  -5.170
H  2.881  1.835  -4.388
H  3.691  0.952  -7.494
H  2.843  -0.291  -7.936
C  -1.071  3.672  -2.514
O  -1.812  2.677  -1.819
C  -0.982  1.815  -0.995
C  -1.949  0.963  -0.134
C  -1.262  0.454  1.180
N  -2.439  -0.324  -0.711
H  -0.322  4.084  -1.838
H  -1.796  4.362  -2.945
H  -0.584  3.289  -3.410
H  -0.345  1.250  -1.676
H  -0.443  2.473  -0.313
H  -2.895  1.488  -0.004
H  -1.865  -0.202  1.807
H  -1.001  1.412  1.630
H  -0.420  -0.157  0.854
H  -3.179  -0.732  -0.158
H  -2.786  -0.227  -1.655
C  -0.162  2.708  4.689
O  0.286  2.307  3.371
C  1.613  1.793  3.506
C  2.393  1.838  2.127
C  2.193  3.207  1.416
N  1.933  0.835  1.222
H  0.386  3.478  5.232
H  -0.155  1.715  5.139
H  -1.186  3.063  4.577
H  2.115  2.440  4.225
H  1.690  0.799  3.949
H  3.405  1.662  2.489
H  1.221  3.327  0.936
H  3.000  3.319  0.692
H  2.192  3.945  2.218
H  1.034  0.951  0.775
H  1.904  0.038  1.841
N  -5.310  1.517  1.067
C  -5.958  0.355  0.956
N  -6.119  -0.295  2.030
O  -6.350  -0.142  -0.096
H  -5.243  1.985  0.175
H  -4.866  1.879  1.899
H  -6.486  -1.216  1.836
H  -5.939  0.036  2.967
N  -6.575  2.687  -2.797
C  -5.253  3.028  -2.711
N  -4.491  1.981  -2.546
O  -4.783  4.174  -2.695
H  -7.179  3.496  -2.768
H  -6.737  1.703  -2.959
H  -3.503  2.088  -2.370
H  -4.954  1.083  -2.557